C10H16Cl3NO4W as an isolated structure at a distorted geometry, computed with ωB97M-V/def2-TZVPD.

Calculated values
- 2S+1 = 3
- frontier orbital gap (alpha / beta) (eV) = 5.93 / 6.48
- E_LUMO (alpha / beta) (eV) = 4.731 / 4.719
- net charge = -2
- relative energy (zero: lowest compared OMol25 entry of this formula, charge and spin) (kcal/mol) = 22.3
- HOMO energy (alpha / beta) (Ha) = -0.0440 / -0.0648

Element x y z (Å)
1 C -0.354 0.494 -1.602
2 C -1.175 1.187 -0.624
3 C -1.769 0.191 0.223
4 C -1.442 2.639 -0.571
5 C -1.258 -1.098 -0.162
6 C -0.408 -0.917 -1.301
7 C 0.246 -2.033 -2.040
8 C 0.393 1.097 -2.739
9 C -2.767 0.440 1.300
10 C -1.493 -2.405 0.502
11 W 0.553 0.207 0.408
12 Cl -0.240 3.604 2.237
13 Cl 1.843 2.072 0.044
14 Cl 0.171 -0.110 2.658
15 H -0.775 3.196 -1.231
16 H -1.260 3.019 0.456
17 H -2.487 2.860 -0.804
18 H -2.575 1.391 1.814
19 H -2.765 -0.382 2.027
20 H -3.782 0.488 0.877
21 H -1.488 -2.331 1.593
22 H -0.728 -3.122 0.197
23 H -2.460 -2.809 0.187
24 H 0.494 -2.858 -1.368
25 H 1.156 -1.712 -2.549
26 H -0.443 -2.427 -2.794
27 H 0.803 2.079 -2.491
28 H -0.270 1.205 -3.604
29 H 1.219 0.442 -3.030
30 O 2.177 -1.013 0.163
31 H 2.933 -0.549 0.596
32 O 4.707 -0.574 1.657
33 N 4.474 -0.717 2.913
34 O 5.034 0.098 3.698
35 O 3.736 -1.653 3.358

=====

A 2-piece molecular cluster, C10H16Cl4O4 overall at a distorted geometry, computed with ωB97M-V/def2-TZVPD.

Calculated values
- 2S+1 = 1
- frontier orbital gap (eV) = 11.59
- structure (SMILES) = CC(C)[C@@H](C)CO[C@@H]1OC(=O)O[C@H]1Cl.ClC(Cl)Cl
- E_LUMO (eV) = 0.452
- net charge = 0
- relative energy (zero: lowest compared OMol25 entry of this formula, charge and spin) (kcal/mol) = 5.1
- HOMO energy (Ha) = -0.4094

Element x y z (Å)
1 C -1.812 1.972 0.872
2 C -1.699 0.623 1.589
3 C -2.932 -0.240 1.317
4 C -0.381 -0.107 1.296
5 C -0.267 -1.365 2.168
6 C -0.246 -0.468 -0.173
7 O 1.112 -0.300 -0.584
8 C 1.338 -0.397 -1.926
9 O 0.562 0.525 -2.688
10 C -0.016 -0.084 -3.759
11 O -0.687 0.495 -4.590
12 O 0.270 -1.407 -3.745
13 C 0.998 -1.746 -2.570
14 Cl 2.439 -2.640 -3.028
15 H -1.382 1.966 -0.125
16 H -1.295 2.743 1.430
17 H -2.855 2.242 0.768
18 H -1.695 0.833 2.656
19 H -3.815 0.346 1.548
20 H -2.996 -0.506 0.265
21 H -2.958 -1.126 1.936
22 H 0.441 0.532 1.596
23 H -0.651 -1.196 3.168
24 H 0.760 -1.706 2.248
25 H -0.843 -2.180 1.742
26 H -0.584 -1.492 -0.313
27 H -0.898 0.159 -0.773
28 H 2.373 -0.137 -2.115
29 H 0.331 -2.360 -1.986
30 Cl 4.188 2.863 0.077
31 C 3.443 1.401 0.723
32 Cl 4.596 0.068 0.762
33 Cl 2.767 1.694 2.327
34 H 2.627 1.117 0.071

=====

C10H16ClCrTeV as an isolated structure at a distorted geometry, computed with ωB97M-V/def2-TZVPD.

Calculated values
- 2S+1 = 6
- frontier orbital gap (alpha / beta) (eV) = 6.73 / 7.28
- E_LUMO (alpha / beta) (eV) = 2.762 / 2.785
- net charge = -1
- HOMO energy (alpha / beta) (Ha) = -0.1456 / -0.1651

Element x y z (Å)
1 V 0.577 -0.245 0.005
2 Cl 1.799 -1.341 1.546
3 C 0.931 1.751 0.272
4 H 0.084 2.413 0.042
5 H 1.780 1.974 -0.400
6 H 1.235 1.912 1.323
7 Cr 2.651 -2.196 -0.470
8 C 1.961 -4.131 -0.658
9 C 4.657 -1.921 -0.933
10 C 1.372 -0.975 -1.690
11 H 4.786 -1.293 -1.831
12 H 5.177 -1.440 -0.085
13 H 5.123 -2.904 -1.119
14 H 1.214 -4.213 -1.466
15 H 2.807 -4.807 -0.878
16 H 1.494 -4.440 0.295
17 H 1.789 -0.070 -2.212
18 H 0.625 -1.408 -2.397
19 Te -1.762 -0.957 -0.097
20 C -2.801 0.782 0.636
21 C -2.296 1.551 1.692
22 C -2.850 2.817 1.948
23 C -3.957 3.259 1.205
24 C -4.504 2.450 0.198
25 C -3.936 1.200 -0.086
26 H -1.441 1.184 2.275
27 H -2.414 3.452 2.719
28 H -4.393 4.241 1.415
29 H -5.369 2.798 -0.374
30 H -4.337 0.560 -0.876

=====

A 2-piece molecular cluster, C10H16ClF7NO3P overall, computed with ωB97M-V/def2-TZVPD.

Calculated values
- 2S+1 = 1
- frontier orbital gap (eV) = 9.66
- structure (SMILES) = CP(Cl)(CN)(CC(=O)O)C(F)(F)C(F)(F)C(F)(F)F.CC(C)=O
- E_LUMO (eV) = 0.405
- net charge = 0
- HOMO energy (Ha) = -0.3403

Element x y z (Å)
1 C 0.856 0.047 1.370
2 P -0.010 1.442 0.597
3 Cl -1.691 1.134 2.140
4 C 0.389 3.104 1.273
5 N -0.131 4.216 0.484
6 C -1.316 1.272 -0.686
7 C -2.687 1.868 -0.421
8 O -2.888 3.052 -0.424
9 O -3.695 0.996 -0.304
10 C 1.351 1.601 -0.805
11 F 1.063 2.690 -1.587
12 F 2.573 1.864 -0.212
13 C 1.573 0.384 -1.785
14 F 1.393 0.792 -3.068
15 F 0.658 -0.599 -1.538
16 C 2.976 -0.282 -1.746
17 F 2.956 -1.354 -2.535
18 F 3.306 -0.687 -0.516
19 F 3.906 0.555 -2.187
20 H 0.484 -0.071 2.382
21 H 1.926 0.229 1.393
22 H 0.630 -0.869 0.829
23 H -0.054 3.113 2.267
24 H 1.471 3.177 1.397
25 H -0.737 4.790 1.046
26 H -0.624 3.950 -0.351
27 H -0.987 1.687 -1.638
28 H -1.390 0.191 -0.816
29 H -3.387 0.087 -0.386
30 C -1.839 -4.299 1.188
31 C -1.017 -3.258 0.471
32 C 0.369 -3.669 0.034
33 O -1.447 -2.148 0.259
34 H -2.808 -3.883 1.450
35 H -1.978 -5.171 0.548
36 H -1.325 -4.621 2.094
37 H 0.309 -4.520 -0.645
38 H 0.962 -3.967 0.900
39 H 0.860 -2.841 -0.474

=====

C10H16ClY2 as an isolated structure at a distorted geometry, computed with ωB97M-V/def2-TZVPD.

Calculated values
- 2S+1 = 1
- frontier orbital gap (eV) = 6.61
- E_LUMO (eV) = 2.980
- net charge = -1
- relative energy (zero: lowest compared OMol25 entry of this formula, charge and spin) (kcal/mol) = 150.7
- HOMO energy (Ha) = -0.1333

Element x y z (Å)
1 Y 1.456 -1.328 -2.222
2 Cl 1.207 0.911 -1.738
3 C -0.239 -1.647 -3.179
4 C 3.330 -1.211 -2.826
5 H 0.003 -2.450 -3.882
6 H -1.028 -1.976 -2.505
7 H -0.554 -0.762 -3.728
8 H 3.434 -2.041 -3.530
9 H 4.033 -1.339 -2.004
10 H 3.520 -0.271 -3.339
11 Y 0.770 0.061 0.382
12 C 2.017 0.849 1.811
13 C 1.393 -1.823 -0.274
14 H 2.641 0.032 2.194
15 H 2.628 1.659 1.408
16 H 1.335 1.217 2.593
17 H 2.328 -2.206 0.041
18 H 0.501 -2.432 -0.146
19 C -3.600 1.744 2.391
20 C -2.590 2.634 2.041
21 C -1.405 2.142 1.451
22 C -1.271 0.787 1.230
23 C -2.259 -0.105 1.571
24 C -3.447 0.380 2.162
25 H -4.513 2.121 2.851
26 H -2.701 3.701 2.221
27 H -0.612 2.841 1.186
28 H -2.140 -1.175 1.400
29 H -4.238 -0.315 2.440

=====

A 5-piece molecular cluster, C10H16F2NO10 overall at a distorted geometry, computed with ωB97M-V/def2-TZVPD.

Calculated values
- 2S+1 = 1
- frontier orbital gap (eV) = 5.98
- E_LUMO (eV) = 2.019
- net charge = -1
- relative energy (zero: lowest compared OMol25 entry of this formula, charge and spin) (kcal/mol) = 70.9
- HOMO energy (Ha) = -0.1456

Element x y z (Å)
1 N -20.426 -12.348 7.912
2 H -21.335 -12.129 8.293
3 H -19.792 -11.644 8.262
4 H -20.343 -12.291 6.907
5 H -20.076 -13.245 8.217
6 C -19.208 -16.915 6.950
7 C -19.803 -15.636 7.480
8 O -19.076 -14.855 8.041
9 O -20.993 -15.468 7.526
10 H -18.321 -17.361 7.398
11 H -18.866 -16.704 5.937
12 H -20.019 -17.643 6.964
13 C -23.939 -11.209 11.421
14 C -23.738 -12.132 10.227
15 O -22.844 -11.788 9.333
16 O -24.554 -13.022 10.062
17 H -23.279 -10.366 11.217
18 H -23.639 -11.688 12.354
19 H -25.006 -11.015 11.524
20 C -17.497 -8.204 11.289
21 C -18.313 -9.064 12.257
22 O -18.634 -10.208 11.467
23 C -18.543 -9.850 10.232
24 O -19.025 -10.453 9.270
25 O -17.890 -8.747 10.065
26 F -19.435 -8.524 12.573
27 H -16.444 -8.152 11.568
28 H -17.882 -7.187 11.212
29 H -17.703 -9.225 13.145
30 C -20.377 -9.534 2.632
31 C -21.859 -9.853 2.833
32 O -21.722 -10.834 3.818
33 C -20.616 -10.719 4.483
34 O -20.205 -11.223 5.530
35 O -19.813 -9.964 3.828
36 F -22.271 -10.422 1.723
37 H -20.270 -8.522 2.243
38 H -20.014 -10.237 1.882
39 H -22.502 -8.994 3.023

=====

C10H16F3GaIMgO3 as an isolated structure at a distorted geometry, computed with ωB97M-V/def2-TZVPD.

Calculated values
- 2S+1 = 1
- frontier orbital gap (eV) = 1.99
- E_LUMO (eV) = -8.352
- net charge = +1
- HOMO energy (Ha) = -0.3801

Element x y z (Å)
1 C 0.314 3.373 1.272
2 C 1.212 2.994 0.224
3 C 0.943 1.926 -0.892
4 Ga 0.159 0.150 -0.207
5 I -0.118 -0.005 2.384
6 C -1.673 -0.090 -1.161
7 C -2.686 0.974 -0.502
8 O -4.072 0.753 -0.868
9 C -4.560 -0.476 -0.368
10 C -4.143 -1.113 1.034
11 O -5.355 -1.108 -1.075
12 C 1.457 -1.398 -0.789
13 C 2.975 -1.123 -0.406
14 O 3.874 -2.002 -1.156
15 C 3.311 -1.249 1.143
16 F 3.284 -0.031 1.821
17 F 4.682 -1.702 1.232
18 F 2.558 -2.209 1.827
19 H -0.751 3.730 1.151
20 H 0.745 3.365 2.335
21 H 2.208 3.563 0.180
22 H 0.296 2.301 -1.764
23 H 1.968 1.685 -1.358
24 H -1.538 0.245 -2.248
25 H -2.034 -1.162 -1.086
26 H -2.409 1.998 -0.945
27 H -2.556 1.059 0.626
28 H -3.853 -0.332 1.806
29 H -3.268 -1.827 0.821
30 H -5.004 -1.776 1.380
31 H 1.096 -2.312 -0.188
32 H 1.342 -1.674 -1.886
33 H 3.226 -0.057 -0.717
34 H 3.353 -2.853 -1.221
35 Mg 5.019 -3.618 -0.398

=====

A 2-piece molecular cluster, C10H16F5O3P overall at a distorted geometry, computed with ωB97M-V/def2-TZVPD.

Calculated values
- 2S+1 = 1
- frontier orbital gap (eV) = 10.10
- structure (SMILES) = CCCCOPC(F)(F)C(F)(F)F.O=C1CCCO1
- E_LUMO (eV) = 0.770
- net charge = 0
- relative energy (zero: lowest compared OMol25 entry of this formula, charge and spin) (kcal/mol) = 3.3
- HOMO energy (Ha) = -0.3427

Element x y z (Å)
1 C 5.098 -0.665 0.398
2 C 4.571 0.700 -0.084
3 C 3.557 1.311 0.889
4 C 2.420 2.074 0.210
5 O 1.235 2.026 1.017
6 P -0.029 1.240 0.348
7 C 0.367 -0.616 0.555
8 F 1.225 -0.906 1.567
9 F -0.821 -1.229 0.841
10 C 0.941 -1.309 -0.733
11 F 0.317 -2.478 -0.954
12 F 2.259 -1.539 -0.577
13 F 0.783 -0.544 -1.843
14 H 6.179 -0.663 0.462
15 H 4.717 -0.916 1.380
16 H 4.809 -1.464 -0.272
17 H 5.425 1.364 -0.136
18 H 4.155 0.608 -1.078
19 H 4.053 1.996 1.566
20 H 3.093 0.545 1.497
21 H 2.693 3.121 0.133
22 H 2.239 1.723 -0.803
23 H -0.941 1.316 1.420
24 O -4.517 1.609 -2.032
25 C -4.582 0.680 -1.289
26 C -5.536 -0.498 -1.354
27 C -5.416 -1.107 0.042
28 C -3.990 -0.728 0.424
29 O -3.744 0.531 -0.231
30 H -5.186 -1.178 -2.132
31 H -6.540 -0.159 -1.590
32 H -5.596 -2.179 0.081
33 H -6.122 -0.622 0.717
34 H -3.259 -1.452 0.064
35 H -3.856 -0.595 1.495